A structure of composition C5H15BrN4O in a non-equilibrium geometry, computed with ωB97M-V/def2-TZVPD.

Gap between HOMO and LUMO (alpha / beta)   8.29 / 8.29 eV
Highest occupied orbital energy (alpha / beta)   -17.377 / -17.377 eV
Energy relative to the best compared isomer or geometry (same formula, charge and spin)   0.0 kcal/mol
Electronic energy   -83457.8233 eV
Net charge   +2
F_max   0.06946 hartree/bohr

```
26
C5H15BrN4O ωB97M-V/def2-TZVPD
C 0.06 -1.28 -0.33
C -1.46 1.69 -0.44
C -1.86 0.23 -0.49
C 2.07 -2.44 -0.27
C 3.21 -1.76 0.39
N 1.47 1.42 1.09
N -0.87 -0.57 0.21
N 1.58 2.64 0.92
N -1.04 -0.54 1.62
O 0.91 -1.96 0.44
Br 3.16 0.11 -0.28
H 0.22 -1.27 -1.37
H -2.37 2.24 -0.43
H -1.16 1.94 0.56
H -0.76 2.10 -1.32
H -2.89 0.21 -0.10
H -1.84 -0.13 -1.47
H 2.01 -3.50 0.01
H 2.00 -2.20 -1.40
H 4.29 -2.12 0.21
H 3.03 -1.55 1.43
H 1.79 0.99 2.00
H 2.31 3.20 1.44
H 1.22 2.93 0.06
H -2.04 -0.53 1.79
H -0.49 -1.32 2.00
```

Löwdin atomic charge list, values in e, 5 entries: -0.08, -0.08, -0.15, -0.24, -0.41